No. 1
65
Properties=species:S:1:pos:R:3 method="wB97M-V/def2-TZVPD" e_tot_ev=-141841.5651 lumo_ev=-1.46 orbital_gap_ev=6.3 e_homo_ev=-7.72 relative_energy_ev=0.7391 molar_mass_g_mol=733.9
Cd 0.915 -0.013 -0.576
O 1.606 3.509 0.398
C 1.711 2.423 0.948
O 2.343 1.457 0.403
C 0.991 2.109 2.273
C 0.700 3.139 3.056
C 0.089 3.047 4.302
C -0.282 1.771 4.775
C -0.058 0.715 3.953
C 0.593 0.755 2.684
O 0.845 -0.302 2.049
N -0.642 -0.619 4.466
O -0.368 -0.992 5.554
O -1.292 -1.222 3.688
N -0.257 4.231 5.065
O -0.123 5.299 4.518
O -0.656 4.097 6.203
H 0.926 4.081 2.623
H -0.771 1.685 5.694
C -2.923 -0.503 0.099
P -1.684 0.781 -0.214
C -1.969 2.292 0.669
C -2.087 1.334 -1.962
C -1.032 2.301 -2.398
P 0.580 1.419 -2.659
C 1.715 2.864 -2.638
C 0.554 0.912 -4.428
H -3.959 -0.129 -0.082
H -2.879 -0.724 1.188
H -2.693 -1.413 -0.479
H -2.870 2.842 0.392
H -1.141 2.937 0.427
H -2.063 2.170 1.717
H -3.066 1.847 -1.905
H -2.174 0.451 -2.582
H -0.892 2.996 -1.658
H -1.338 2.825 -3.331
H 1.133 3.732 -3.056
H 2.660 2.750 -3.164
H 1.922 3.157 -1.620
H 0.589 -0.205 -4.560
H 1.409 1.227 -4.868
H -0.311 1.412 -4.881
Se -0.255 -2.914 1.777
N -0.019 -2.167 0.189
C -0.474 -3.046 -0.685
C -0.648 -2.741 -2.112
C -1.169 -3.753 -2.931
C -1.468 -5.052 -2.452
C -1.410 -5.349 -1.141
C -0.852 -4.359 -0.228
N -0.876 -4.438 1.086
H -0.186 -1.791 -2.393
H -1.133 -3.584 -4.035
H -1.747 -5.833 -3.131
H -1.460 -6.357 -0.802
C 3.096 -2.102 1.037
S 3.306 -1.181 -0.530
C 3.159 -2.548 -1.703
H 2.166 -2.727 0.959
H 2.900 -1.274 1.736
H 3.982 -2.670 1.340
H 4.010 -3.169 -1.771
H 3.089 -2.212 -2.761
H 2.239 -3.178 -1.534

---

No. 2
94
Properties=species:S:1:pos:R:3 method="wB97M-V/def2-TZVPD" e_tot_ev=-538920.6133 lumo_ev=0.06 orbital_gap_ev=9.3 e_homo_ev=-9.22 molar_mass_g_mol=1790.2
C 2.960 -0.602 -1.122
C 3.336 0.850 -0.761
C 2.832 1.896 -1.742
C 3.458 1.656 -3.137
C 1.274 1.956 -1.932
C 0.830 3.421 -1.737
C 0.162 3.457 -0.359
O 0.069 4.352 0.312
O -0.322 2.221 -0.121
C 0.354 1.273 -0.913
P -0.992 0.297 -1.817
O -0.350 -1.152 -2.105
O -2.211 0.061 -0.791
S -1.668 1.183 -3.389
H 2.429 -0.617 -2.065
H 2.309 -0.965 -0.327
H 3.804 -1.270 -1.152
H 3.106 1.083 0.272
H 4.423 0.897 -0.821
H 3.187 2.875 -1.443
H 2.888 2.132 -3.934
H 3.512 0.597 -3.374
H 4.461 2.067 -3.168
H 1.081 1.625 -2.943
H -0.025 3.623 -2.383
H 1.576 4.183 -1.859
H 0.759 0.522 -0.234
H 0.256 -1.293 -1.361
H -2.940 0.606 -1.096
C 2.378 2.490 3.571
Cl 3.569 3.503 2.763
Cl 2.557 0.796 3.089
Cl 2.536 2.657 5.305
H 1.390 2.820 3.278
C -3.474 1.870 -7.276
Cl -3.379 2.956 -8.665
Cl -2.565 0.390 -7.579
Cl -2.885 2.669 -5.817
H -4.511 1.606 -7.123
C -1.456 3.178 6.232
Cl -1.032 3.791 4.625
Cl -2.524 1.783 6.074
Cl -0.017 2.749 7.169
H -1.981 3.957 6.765
C 1.878 3.869 -6.431
Cl 0.196 3.433 -6.679
Cl 2.186 4.180 -4.716
Cl 2.950 2.601 -7.034
H 2.083 4.776 -6.981
C 2.242 -3.805 -3.318
Cl 3.362 -2.775 -4.211
Cl 2.410 -5.488 -3.823
Cl 2.497 -3.641 -1.578
H 1.233 -3.483 -3.542
C -3.521 1.615 2.284
Cl -4.470 2.956 2.932
Cl -1.813 2.029 2.220
Cl -3.762 0.152 3.254
H -3.863 1.416 1.277
C 2.761 -7.604 -0.839
Cl 1.068 -8.054 -1.051
Cl 3.124 -7.272 0.860
Cl 3.817 -8.872 -1.463
H 2.944 -6.702 -1.405
C -0.386 -4.075 1.524
Cl -0.301 -3.007 0.117
Cl 0.505 -5.561 1.212
Cl 0.237 -3.261 2.960
H -1.424 -4.323 1.697
C -3.128 -3.334 -3.262
Cl -4.312 -4.539 -3.774
Cl -1.628 -3.513 -4.182
Cl -3.778 -1.706 -3.438
H -2.906 -3.500 -2.218
C 7.318 2.865 0.897
Cl 8.600 3.388 1.990
Cl 6.201 1.775 1.722
Cl 6.454 4.259 0.239
H 7.772 2.329 0.076
C -5.499 -1.702 0.440
Cl -7.017 -2.409 0.987
Cl -4.406 -2.961 -0.144
Cl -5.799 -0.496 -0.814
H -5.029 -1.209 1.282
C -1.591 0.297 9.765
Cl -1.239 1.457 11.048
Cl -0.685 -1.198 10.012
Cl -3.322 -0.030 9.675
H -1.280 0.730 8.823
C -5.934 -2.862 5.364
Cl -7.103 -2.420 6.610
Cl -6.677 -2.838 3.764
Cl -4.545 -1.774 5.396
H -5.585 -3.865 5.567